This record from the OMol25 dataset describes a structure of composition C15H22ClN5Os at a distorted geometry. The level of theory is the ωB97M-V functional and the def2-TZVPD basis.

ORCA input file:
```
! wB97M-V def2-TZVPD RIJCOSX def2/J DEFGRID3
* xyz 2 5
C -3.495 0.575 -3.383
C -4.643 1.385 -2.757
C -3.035 1.263 -4.678
C -4.002 -0.838 -3.718
Cl -2.096 0.478 -2.199
H -3.886 1.321 -5.366
H -2.236 0.692 -5.169
H -2.681 2.283 -4.483
H -5.467 1.442 -3.478
H -4.323 2.407 -2.518
H -5.017 0.903 -1.845
H -4.838 -0.750 -4.423
H -4.364 -1.357 -2.822
H -3.218 -1.442 -4.193
C 2.210 2.101 1.729
C 2.518 2.030 0.339
C 1.299 1.901 -0.373
H 3.511 2.047 -0.087
C 0.221 1.951 0.555
C 0.779 2.089 1.852
H 0.219 2.191 2.772
H 2.942 2.111 2.530
H 1.182 1.848 -1.449
H -0.832 1.906 0.305
C 1.876 -2.403 0.866
C 3.130 -1.761 0.746
C 3.017 -0.738 -0.253
H 4.044 -2.009 1.289
C 1.681 -0.821 -0.817
C 0.949 -1.792 -0.051
H -0.104 -2.042 -0.182
H 1.661 -3.297 1.447
H 3.835 -0.126 -0.626
H 1.331 -0.344 -1.721
Os 1.480 0.291 0.965
N 1.864 -3.067 5.354
N 1.955 -1.881 4.624
N 1.724 -0.676 5.230
C 1.550 0.113 4.175
N 1.566 -0.564 3.002
N 1.742 -1.870 3.319
H 2.364 -3.802 4.869
H 2.172 -2.919 6.307
H 1.413 1.177 4.320
*
```

Results
- HOMO energy (alpha / beta) (eV) = -13.274 / -15.307
- largest force on an atom (eV/A) = 6.43
- relative energy (zero: lowest compared OMol25 entry of this formula, charge and spin) (kJ/mol) = 0.0
- calculated total energy (Eh) = -1408.55032


This record from the OMol25 dataset describes a cluster of 8 separate species, C29H60Cl14NO2 in total at a distorted geometry. The level of theory is the ωB97M-V functional and the def2-TZVPD basis.

ORCA input file:
```
! wB97M-V def2-TZVPD RIJCOSX def2/J DEFGRID3
* xyz -1 1
C 1.352 7.701 1.849
C -0.142 8.203 1.870
C -1.095 7.091 1.350
O -1.319 7.132 -0.040
C -1.208 5.797 -0.655
N -2.416 5.037 -0.672
C -2.590 4.280 0.559
C -1.499 3.176 0.824
C -1.943 2.011 1.804
C -1.316 0.696 1.228
C -0.941 -0.372 2.328
C -0.151 -1.499 1.588
C 0.177 -2.748 2.460
C 1.244 -3.602 1.656
C 2.660 -3.095 2.060
C 3.776 -3.374 1.013
O 3.313 -3.324 -0.329
C 4.213 -4.024 -1.170
H 2.029 8.540 1.600
H 1.640 7.294 2.837
H 1.446 6.925 1.069
H -0.278 9.188 1.394
H -0.394 8.346 2.947
H -2.092 7.166 1.846
H -0.678 6.114 1.685
H -0.317 5.268 -0.226
H -0.960 6.003 -1.718
H -2.658 4.902 1.497
H -3.565 3.753 0.480
H -1.261 2.700 -0.145
H -0.611 3.696 1.241
H -3.049 1.910 1.891
H -1.567 2.200 2.834
H -1.911 0.263 0.404
H -0.342 0.997 0.785
H -0.326 0.147 3.093
H -1.876 -0.715 2.828
H 0.827 -1.048 1.310
H -0.735 -1.746 0.680
H -0.733 -3.376 2.509
H 0.531 -2.489 3.473
H 1.095 -4.689 1.784
H 1.059 -3.358 0.592
H 2.949 -3.621 2.990
H 2.622 -2.006 2.258
H 4.187 -4.391 1.213
H 4.601 -2.632 1.117
H 4.455 -5.028 -0.765
H 3.743 -4.200 -2.155
H 5.157 -3.463 -1.328
Cl 5.403 -6.132 -3.578
C 6.202 -7.691 -3.256
C 5.712 -8.334 -1.979
Cl 6.225 -7.431 -0.531
H 7.277 -7.521 -3.230
H 5.979 -8.340 -4.103
H 6.129 -9.337 -1.889
H 4.627 -8.411 -1.962
Cl -4.785 -0.430 -0.044
C -6.358 0.325 0.303
C -6.257 1.828 0.384
Cl -5.333 2.353 1.811
H -6.739 -0.098 1.231
H -7.032 0.041 -0.505
H -7.253 2.261 0.473
H -5.778 2.249 -0.500
Cl -5.460 -4.213 5.321
C -4.482 -5.126 4.143
C -3.178 -4.433 3.822
Cl -3.422 -2.926 2.906
H -5.083 -5.278 3.250
H -4.281 -6.100 4.588
H -2.559 -5.082 3.202
H -2.621 -4.190 4.725
Cl 1.214 7.511 -1.818
C 2.033 7.387 -3.391
C 1.381 6.353 -4.280
Cl 1.623 4.696 -3.671
H 3.083 7.157 -3.215
H 1.972 8.368 -3.862
H 1.822 6.390 -5.277
H 0.310 6.525 -4.371
Cl 1.382 0.512 -1.358
C 2.356 1.493 -2.479
C 3.727 1.801 -1.924
Cl 3.654 2.909 -0.530
H 1.800 2.403 -2.701
H 2.455 0.919 -3.401
H 4.330 2.291 -2.687
H 4.241 0.895 -1.607
Cl -4.223 -8.877 3.173
C -5.691 -9.458 3.998
C -6.953 -9.032 3.283
Cl -7.219 -7.275 3.386
H -5.671 -9.092 5.022
H -5.632 -10.546 4.021
H -7.817 -9.511 3.744
H -6.930 -9.309 2.231
Cl 4.275 5.237 -6.419
C 3.998 3.750 -7.357
C 3.538 2.607 -6.483
Cl 4.825 2.042 -5.386
H 4.918 3.506 -7.886
H 3.230 3.980 -8.095
H 3.258 1.757 -7.105
H 2.678 2.889 -5.877
*
```

Results
- HOMO energy (eV) = -1.637
- largest force on an atom (eV/A) = 2.74
- calculated total energy (Eh) = -7788.80568


This record from the OMol25 dataset describes a structure of composition C11H23LaN4O9P2S at a distorted geometry. The level of theory is the ωB97M-V functional and the def2-TZVPD basis.

ORCA input file:
```
! wB97M-V def2-TZVPD RIJCOSX def2/J DEFGRID3
* xyz 2 1
La 1.046 0.311 -0.100
C 3.475 -2.245 -3.192
C 2.559 -1.417 -2.288
O 2.519 -1.955 -0.929
P 0.812 -1.685 -2.763
O 0.565 -3.232 -2.908
O 0.607 -1.173 -4.226
O -0.047 -1.003 -1.745
P 3.192 0.402 -2.251
O 1.804 1.144 -2.633
O 4.288 0.582 -3.191
O 3.205 0.694 -0.753
H 3.201 -3.298 -3.129
H 4.514 -2.112 -2.890
H 3.419 -1.901 -4.223
H 3.428 -2.105 -0.640
H 0.580 -3.739 -2.082
H 0.542 -1.830 -4.937
H 1.751 1.616 -3.473
C -3.560 3.215 -1.012
C -2.271 3.208 -1.823
C -1.048 3.385 -0.979
N -0.313 2.424 -0.533
N 0.758 2.838 0.248
C 0.800 4.143 0.361
N 1.754 4.794 1.036
S -0.516 4.934 -0.415
H -4.410 3.024 -1.666
H -3.737 4.172 -0.521
H -3.551 2.444 -0.240
H -2.289 3.989 -2.584
H -2.146 2.262 -2.353
H 2.535 4.290 1.419
H 1.790 5.797 1.080
O 0.098 0.272 2.224
C -0.015 -0.979 2.282
O 0.355 -1.755 1.366
C -0.551 -1.563 3.582
N -0.966 -2.991 3.301
C -2.424 -2.897 2.875
C -2.986 -1.824 3.793
C -1.800 -0.906 4.166
H 0.301 -1.608 4.262
H -0.861 -3.559 4.141
H -0.367 -3.373 2.564
H -2.858 -3.890 2.953
H -2.381 -2.605 1.827
H -3.413 -2.280 4.684
H -3.791 -1.290 3.294
H -1.712 -0.826 5.247
H -1.887 0.103 3.774
*
```

Results
- HOMO energy (eV) = -14.685
- largest force on an atom (eV/A) = 1.10
- relative energy (zero: lowest compared OMol25 entry of this formula, charge and spin) (kJ/mol) = 0.0
- calculated total energy (Eh) = -2441.54848


This record from the OMol25 dataset describes a cluster of 8 separate species, C40H111N15O9P4 in total at a distorted geometry. The level of theory is the ωB97M-V functional and the def2-TZVPD basis.

ORCA input file:
```
! wB97M-V def2-TZVPD RIJCOSX def2/J DEFGRID3
* xyz -1 2
O 6.748 1.209 3.122
P 6.075 -0.015 2.539
N 6.361 -1.508 3.382
C 7.436 -1.617 4.414
C 5.689 -2.741 3.012
N 6.461 -0.216 0.913
C 5.847 0.578 -0.192
C 7.733 -0.802 0.637
N 4.354 0.215 2.614
C 3.691 1.521 2.874
C 3.613 -0.670 1.766
H 8.426 -1.525 3.966
H 7.439 -2.500 5.053
H 7.327 -0.740 5.051
H 6.023 -3.556 3.654
H 5.889 -2.943 1.960
H 4.605 -2.714 3.121
H 5.254 0.044 -0.934
H 5.178 1.397 0.071
H 6.644 1.198 -0.605
H 7.897 -1.681 1.260
H 7.665 -1.222 -0.366
H 8.553 -0.107 0.822
H 4.447 2.296 3.002
H 3.053 1.747 2.020
H 3.128 1.480 3.807
H 4.150 -1.542 1.393
H 3.238 -0.112 0.908
H 2.817 -1.112 2.366
O -4.432 -3.118 6.858
P -3.294 -2.565 6.072
N -3.060 -3.455 4.654
C -2.295 -2.939 3.542
C -3.234 -4.866 4.650
N -1.915 -2.728 6.947
C -1.808 -3.989 7.749
C -0.652 -2.134 6.550
N -3.339 -0.892 5.661
C -4.104 -0.276 4.546
C -3.093 0.119 6.703
H -1.234 -3.166 3.646
H -2.370 -1.852 3.509
H -2.769 -3.148 2.584
H -3.891 -5.242 5.434
H -2.359 -5.375 5.055
H -3.595 -5.165 3.666
H -2.797 -4.385 7.976
H -1.143 -4.666 7.213
H -1.378 -3.746 8.721
H 0.101 -2.201 7.335
H -0.225 -2.712 5.731
H -0.702 -1.111 6.175
H -5.036 0.200 4.849
H -3.508 0.478 4.031
H -4.493 -0.982 3.812
H -2.133 0.600 6.515
H -3.197 -0.315 7.697
H -3.857 0.896 6.700
O -1.346 8.295 0.996
P -0.741 7.030 0.504
N -0.815 6.864 -1.200
C -0.924 5.610 -1.914
C -0.820 8.019 -2.031
N -1.491 5.628 1.041
C -1.043 4.977 2.294
C -2.938 5.421 0.728
N 0.927 6.791 0.947
C 1.868 5.887 0.208
C 1.409 7.387 2.235
H -0.567 4.792 -1.289
H -0.277 5.442 -2.775
H -1.979 5.458 -2.142
H -1.720 8.057 -2.645
H 0.038 7.997 -2.702
H -0.769 8.962 -1.486
H -1.424 3.975 2.491
H 0.028 4.792 2.218
H -1.230 5.549 3.203
H -3.189 4.415 1.063
H -3.503 6.186 1.260
H -3.223 5.495 -0.321
H 1.659 5.798 -0.859
H 2.930 6.042 0.394
H 1.778 4.945 0.748
H 2.487 7.535 2.184
H 1.087 6.871 3.140
H 0.969 8.384 2.230
O 5.537 -1.850 -3.782
P 4.933 -3.229 -3.678
N 5.446 -4.300 -4.926
C 4.616 -5.387 -5.416
C 6.806 -4.257 -5.476
N 3.190 -3.233 -3.714
C 2.296 -4.346 -3.340
C 2.525 -2.164 -4.454
N 5.338 -4.066 -2.278
C 5.723 -3.292 -1.111
C 5.096 -5.506 -2.027
H 3.572 -5.118 -5.572
H 4.636 -6.230 -4.726
H 5.042 -5.829 -6.317
H 7.485 -4.553 -4.677
H 7.129 -3.289 -5.860
H 7.013 -4.883 -6.344
H 1.265 -4.223 -3.669
H 2.417 -5.336 -3.780
H 2.228 -4.365 -2.252
H 1.704 -1.771 -3.855
H 3.209 -1.319 -4.534
H 2.158 -2.460 -5.437
H 5.010 -2.473 -1.020
H 5.604 -3.926 -0.232
H 6.742 -2.910 -1.058
H 6.052 -6.022 -2.121
H 4.399 -5.856 -2.788
H 4.600 -5.615 -1.063
O -1.898 -2.504 0.256
C -2.576 -2.897 -0.632
O -3.140 -4.194 -0.769
C -3.779 -4.355 -2.046
C -3.355 -3.151 -2.951
C -3.034 -2.124 -1.836
H -4.844 -4.483 -1.853
H -3.424 -5.262 -2.535
H -4.162 -2.982 -3.664
H -2.585 -3.400 -3.682
H -3.892 -1.512 -1.559
H -2.348 -1.354 -2.190
C -0.853 1.306 -6.034
C -2.408 1.037 -5.679
C -3.015 0.304 -6.908
O -4.418 0.162 -6.765
C -5.086 -0.330 -7.869
N -2.475 0.079 -4.577
H -0.361 1.875 -5.246
H -0.731 1.871 -6.959
H -0.434 0.311 -6.184
H -2.851 2.014 -5.488
H -2.490 -0.616 -7.167
H -2.810 0.980 -7.738
H -4.772 -1.293 -8.272
H -4.952 0.412 -8.657
H -6.148 -0.415 -7.639
H -2.085 -0.741 -5.018
H -3.463 -0.066 -4.426
C 0.969 0.494 -1.966
C -0.334 0.952 -1.264
C -0.058 1.718 0.127
O -1.309 1.880 0.813
C -1.682 0.748 1.606
N -0.951 1.795 -2.236
H 1.571 1.361 -2.241
H 0.706 -0.086 -2.850
H 1.704 0.076 -1.278
H -0.978 0.086 -1.111
H 0.350 2.716 -0.034
H 0.674 1.189 0.736
H -2.731 0.947 1.829
H -1.220 0.673 2.590
H -1.494 -0.211 1.123
H -1.447 1.175 -2.859
H -1.670 2.268 -1.708
C -7.953 2.941 0.305
C -7.310 1.747 1.119
C -5.942 2.115 1.725
O -4.905 2.558 0.773
C -4.643 1.644 -0.313
N -8.290 1.354 2.151
H -7.909 3.876 0.864
H -9.008 2.767 0.093
H -7.437 3.241 -0.607
H -7.278 0.901 0.433
H -5.535 1.282 2.299
H -6.095 3.006 2.334
H -5.275 1.839 -1.180
H -4.716 0.568 -0.156
H -3.585 1.830 -0.498
H -7.825 0.645 2.700
H -8.887 0.810 1.545
*
```

Results
- HOMO energy (alpha / beta) (eV) = 0.123 / -6.656
- largest force on an atom (eV/A) = 2.99
- calculated total energy (Eh) = -4454.53285


This record from the OMol25 dataset describes an isolated molecule of C17H21F6N3S. The level of theory is the ωB97M-V functional and the def2-TZVPD basis.

ORCA input file:
```
! wB97M-V def2-TZVPD RIJCOSX def2/J DEFGRID3
* xyz 0 1
N -2.972 -1.165 -3.457
C -2.169 -2.075 -2.653
C -1.594 -1.341 -1.440
C -0.801 -0.096 -1.835
C 0.568 -0.436 -2.416
C 1.387 0.802 -2.807
C 0.633 1.745 -3.764
N 0.267 2.831 -2.888
C 1.009 2.837 -1.757
S 1.051 4.089 -0.691
N 1.663 1.655 -1.656
C 2.789 1.415 -0.789
C 2.459 1.498 0.711
C 1.406 0.520 1.125
C 1.695 -0.836 1.211
C 0.714 -1.741 1.591
C 1.050 -3.206 1.618
F 2.284 -3.443 2.088
F 1.019 -3.736 0.376
F 0.206 -3.932 2.357
C -0.573 -1.318 1.888
C -0.858 0.035 1.793
C -2.243 0.544 2.090
F -2.273 1.322 3.184
F -2.730 1.287 1.082
F -3.131 -0.438 2.295
C 0.116 0.949 1.413
H -3.371 -1.655 -4.250
H -3.741 -0.802 -2.901
H -1.358 -2.444 -3.286
H -2.734 -2.951 -2.294
H -2.423 -1.038 -0.797
H -0.964 -2.032 -0.877
H -0.668 0.544 -0.963
H -1.398 0.449 -2.564
H 0.450 -1.052 -3.307
H 1.136 -1.014 -1.682
H 2.335 0.470 -3.249
H -0.247 1.269 -4.199
H 1.280 2.096 -4.580
H -0.191 3.666 -3.209
H 3.573 2.157 -0.993
H 3.175 0.423 -1.030
H 2.130 2.512 0.933
H 3.383 1.298 1.257
H 2.692 -1.193 0.996
H -1.332 -2.026 2.184
H -0.129 1.999 1.339
*
```

Results
- HOMO energy (eV) = -8.260
- largest force on an atom (eV/A) = 0.87
- relative energy (zero: lowest compared OMol25 entry of this formula, charge and spin) (kJ/mol) = 0.0
- structure (SMILES) = NCCCC[C@H]1CNC(=S)N1CCc1cc(C(F)(F)F)cc(C(F)(F)F)c1
- calculated total energy (Eh) = -1822.13216


This record from the OMol25 dataset describes an isolated molecule of C5H5NO at a distorted geometry. The level of theory is the ωB97M-V functional and the def2-TZVPD basis.

ORCA input file:
```
! wB97M-V def2-TZVPD RIJCOSX def2/J DEFGRID3
* xyz 0 1
C 2.963 -0.493 -0.207
C 1.877 -0.162 0.197
C 0.553 0.258 0.631
O 0.355 0.646 1.770
C -0.523 0.311 -0.428
C -1.857 -0.424 -0.205
N -1.710 0.977 0.023
H 3.929 -0.784 -0.560
H -0.189 0.291 -1.452
H -1.367 -1.219 0.322
H -2.454 -0.638 -1.088
H -1.578 1.238 0.997
*
```

Results
- HOMO energy (eV) = -10.009
- largest force on an atom (eV/A) = 2.35
- relative energy (zero: lowest compared OMol25 entry of this formula, charge and spin) (kJ/mol) = 391.0
- structure (SMILES) = C#CC(=O)[C@H]1CN1
- calculated total energy (Eh) = -323.37076